Record 1
This record from the Open Molecules 2025 dataset describes a molecular structure, C11H15BF16N2O10P2 at a distorted geometry. The level of theory is ωB97M-V/def2-TZVPD.

The geometry in XYZ format:
```
57
Properties=species:S:1:pos:R:3:mulliken_charge:R:1
O 3.5859 -1.7949 1.7693 -0.04
C -2.1788 6.1622 -1.4148 0.08
H -5.2760 -5.7749 -0.0838 0.24
B 6.3494 -1.3495 1.4478 0.71
F -1.8100 5.6284 -2.5956 -0.22
O -1.1207 2.9050 -0.5165 -0.31
O 3.9810 -2.9743 4.0092 -0.74
F -3.8496 -2.1370 0.4955 -0.28
H 5.6885 1.4195 3.4472 0.05
O -4.8231 -3.6072 -1.5911 -0.39
H -2.0181 3.7687 1.0200 0.41
C -3.3026 -1.7886 -0.6888 0.97
H -1.3137 -1.6786 -1.5733 0.21
P 4.4009 -1.9076 3.1241 0.77
O 5.8912 -1.9918 2.6351 -0.38
C 2.2271 -1.3683 1.8361 -0.19
F -5.0733 -5.5350 -2.6070 -0.31
C 0.1793 2.6477 -2.5118 0.47
H 4.6392 0.5450 1.7003 0.06
F -3.6918 -6.8483 -0.6786 -0.25
H 1.5977 -2.1196 2.2975 0.32
F -2.1958 2.8836 -2.5020 -0.29
H 2.5546 1.6300 3.7889 0.28
F -3.4483 -0.4409 -0.8229 -0.25
O 4.2584 -0.4708 3.8444 -0.30
F -2.0301 6.0339 0.8747 -0.33
O 1.7543 -1.1958 0.5238 -0.22
H -3.0230 3.7426 -0.4047 0.32
C -1.5842 5.3819 -0.2381 0.90
F -3.5294 -4.9987 0.4846 -0.21
C -1.7929 -2.0487 -0.6630 0.24
C -1.1517 2.4110 -1.7922 0.68
F -1.2524 -1.4182 0.4084 -0.23
F -1.7165 7.4323 -1.3636 -0.26
H -3.2703 6.1832 -1.3496 0.29
C -2.0039 3.9126 -0.0582 -0.76
F -0.2394 5.4790 -0.2562 -0.27
P 4.4393 0.9479 3.0324 0.52
O 7.3123 -0.4067 1.5980 -0.46
H -3.5213 -2.4729 -2.7554 0.33
H 5.1694 -1.1857 -0.0817 0.33
F 0.4456 3.9660 -2.5856 -0.25
F -1.5288 -3.3639 -0.5218 -0.26
H -4.8984 -1.6813 -2.0361 0.46
F -1.3167 1.0690 -1.6900 -0.21
H 2.1150 -0.4268 2.3650 0.26
C -4.2700 -4.8484 -1.7612 0.82
C -4.2559 -5.6409 -0.4491 0.19
H 0.9834 2.1503 -1.9768 0.07
F -3.0480 -4.7983 -2.3242 -0.28
H 7.4707 -0.2149 2.5331 0.33
O 5.9342 -1.7075 0.2025 -0.51
N 2.4786 -0.1704 -0.1488 0.33
O 1.8065 0.3645 -0.9365 -0.46
C -4.1124 -2.4079 -1.8421 -0.97
F 0.1043 2.1601 -3.7736 -0.26
N 3.2804 1.9501 3.1570 -0.71
```

As for the orbital gap: 9.029 eV. The value obtained for the LUMO energy is -1.0 eV. The energy comes out at -3595.6522 hartree. The spin multiplicity is 1. As for the total charge: 0.

=====

Record 2
This record from the Open Molecules 2025 dataset describes a molecular structure, C34H57AsClN4OPRuS4 at a distorted geometry. The level of theory is ωB97M-V/def2-TZVPD.

The geometry in XYZ format:
```
104
Properties=species:S:1:pos:R:3:lowdin_spin:R:1
H 1.7385 4.9621 -0.4851 0.00
C 3.5369 0.4274 -2.3803 0.00
H 0.6291 1.7746 -2.2933 0.00
H 2.9384 -2.9342 -1.6130 0.00
H -1.7313 2.7469 2.6422 0.00
C -2.5526 4.4425 -0.7482 0.00
C 1.2910 -0.8749 -3.1768 0.01
C 1.7186 -2.5066 0.8363 0.07
H -1.9563 -6.3928 1.9351 0.00
H -2.1020 4.4551 2.3692 0.00
H 0.5624 -6.3131 -0.3736 0.00
H -2.9053 -5.5507 -0.3208 0.00
H 2.8824 -0.9741 4.5894 0.00
C -1.1153 -5.6991 1.8359 0.01
C 0.5993 -4.1993 -2.2150 0.00
H 1.6822 3.8533 4.1253 0.00
C 1.0599 3.8326 2.0281 0.00
O -0.4066 1.3340 0.4506 0.05
H 1.8664 5.7833 -2.7024 0.00
H -2.2342 5.2573 -0.0854 0.00
C -2.7447 -3.8479 1.5984 0.00
H 1.2454 -4.1082 -3.0928 0.00
H 0.3796 -1.3751 -3.4734 0.00
C -1.5100 -4.5026 0.9511 0.01
H -0.8343 -5.3488 2.8316 0.00
C 1.5426 -0.8788 2.8761 0.00
H -4.4330 4.8856 -1.7719 0.00
C 1.3282 3.6924 -3.1136 0.00
C 1.4490 -4.3808 -0.9259 0.00
H 1.9924 -6.4213 -1.3948 0.00
N 0.4050 3.4055 -0.9753 0.00
H 1.4650 4.8489 1.9470 0.00
H -0.2646 -6.2409 1.4254 0.00
H -0.0119 -3.3004 -2.1448 0.00
C 2.3086 0.2596 2.1895 0.00
C 3.3013 0.3096 -3.7417 0.00
H -2.0874 4.5928 -1.7278 0.00
H -3.0061 -2.9247 1.0811 0.00
H -3.5937 -4.5307 1.5261 0.00
C 0.9860 -1.8546 1.8577 0.03
C 2.5024 -1.6376 3.8060 0.00
C -1.9714 -4.9936 -0.4281 0.00
H 2.8100 -0.0749 -0.4217 0.00
H -3.7086 2.4827 1.1162 0.00
H 1.6619 0.7633 1.4663 0.00
H 2.3573 3.3913 -2.9024 0.00
C 0.4130 -0.2702 3.7099 0.00
C -0.2775 -2.4772 1.8875 0.07
H -5.4047 2.6310 -0.6392 0.00
H 1.7244 3.1504 1.4935 0.00
As -3.3264 0.0886 -4.1146 0.34
H 3.1924 -0.1281 1.6755 0.00
H 2.7638 -2.3244 0.6337 0.00
N -2.1789 3.1318 -0.2088 0.00
C -4.0804 4.3782 -0.8750 0.00
H -4.1718 2.4842 -1.8991 0.00
C 1.0465 5.0835 -2.5400 0.00
C -3.3620 2.3221 0.0829 0.00
H -3.1516 1.2618 -0.0422 0.00
H 0.8334 2.3784 3.6086 0.00
S -2.4801 -1.2687 -0.8843 0.24
H -0.3041 0.2403 3.0619 0.00
C 2.1538 -0.3612 -4.1285 0.00
C -4.3769 2.8761 -0.9027 0.00
H 3.9818 0.7187 -4.4751 0.00
H 3.5475 -4.0752 -0.3957 0.00
H 1.9856 -2.4759 4.2771 0.00
C -0.4866 4.0795 3.8076 0.00
H -0.3874 5.1628 3.9141 0.00
P -0.6255 2.7749 0.1657 0.01
H 4.4116 0.9494 -2.0164 0.00
N 1.5307 -0.7692 -1.8689 0.05
Ru -0.1229 -1.0909 -0.2574 3.15
H -4.5530 4.8403 -0.0035 0.00
H -1.2520 -5.6556 -0.9022 0.00
H 1.1534 3.6351 -4.1878 0.00
H 0.8240 0.4487 4.4241 0.00
C 0.8101 4.8178 -1.0487 0.00
C -0.3371 -3.5222 0.9206 0.10
H 2.1568 -6.0099 0.3229 0.00
S -3.0327 2.0938 -4.7551 0.24
H -0.9515 3.6816 4.7089 0.00
H 3.2760 -4.6103 -2.0563 0.00
H 2.6488 0.9938 2.9270 0.00
H -2.1586 -4.1410 -1.0826 0.00
H -0.6464 2.8959 -2.7732 0.00
H -0.1130 -1.0424 4.2742 0.00
S -1.7780 0.0131 -2.2814 0.20
H 0.1458 5.4919 -3.0023 0.00
Cl 1.7801 -0.5646 -5.8025 0.00
C 0.9267 -3.5340 0.2437 0.06
C 0.8797 3.4642 3.4981 0.00
C 2.6409 -0.1275 -1.4883 0.01
H -2.5911 -3.6293 2.6557 0.00
S -5.2459 -0.3104 -3.3466 0.31
N -0.2967 3.7966 1.4620 0.00
H 0.0567 5.4870 -0.6285 0.00
C 2.8924 -3.9651 -1.2626 0.00
H -1.0351 -2.2777 2.6266 0.00
H -0.0683 -5.0414 -2.3872 0.00
C 0.3545 2.8253 -2.3315 0.00
C 1.5360 -5.8727 -0.5658 0.00
H 3.3497 -2.0336 3.2432 0.00
C -1.2907 3.7469 2.5526 0.00
```

As for the orbital gap (alpha / beta): 5.866 / 5.749 eV. The value obtained for the LUMO energy (alpha / beta) is 2.2 / 1.5 eV. Its expectation value of S² is 8.782. The energy comes out at -6349.1302 hartree. The spin multiplicity is 6. As for the total charge: -1. The calculation puts the energy relative to the best compared isomer or geometry (same formula, charge and spin) at 20.7 kJ/mol.

=====

Record 3
This record from the Open Molecules 2025 dataset describes C7H12 in the gas phase at a distorted geometry. The level of theory is ωB97M-V/def2-TZVPD.

The geometry in XYZ format:
```
19
Properties=species:S:1:pos:R:3:mulliken_charge:R:1
H -1.5133 1.3124 -2.1077 0.24
C -0.8046 -1.1323 -1.2031 -1.19
H -1.9469 -1.2383 -1.1219 0.27
C 1.5800 0.6425 1.4490 -1.08
H -0.4439 -2.0620 -0.9260 0.46
H 1.9061 1.6612 0.9389 0.24
H 2.5415 -1.6422 0.3615 0.32
H 1.0284 -2.4935 0.0842 0.24
H 2.2759 0.3444 2.2549 0.28
H -0.6282 -0.7002 -2.3359 0.20
H -0.3546 1.8088 0.7248 0.38
C 0.9031 -0.3667 0.6431 0.72
C -0.9241 1.1379 0.0395 -0.22
H -3.0269 1.4386 -1.0571 0.26
C 1.5379 -1.7311 0.7690 -1.23
C -0.3319 -0.0824 -0.1776 0.43
C -1.9041 1.6662 -1.0830 -1.02
H 1.6281 -1.9936 1.7986 0.36
H -1.8037 2.7599 -1.2351 0.33
```

As for the orbital gap: 8.199 eV. The value obtained for the LUMO energy is 0.4 eV. The energy comes out at -273.7871 hartree. The spin multiplicity is 1. As for the total charge: 0. The calculation puts the energy relative to the best compared isomer or geometry (same formula, charge and spin) at 319.0 kJ/mol.

=====

Repeat the third record exactly.
This record from the Open Molecules 2025 dataset describes C7H12 in the gas phase at a distorted geometry. The level of theory is ωB97M-V/def2-TZVPD.

The geometry in XYZ format:
```
19
Properties=species:S:1:pos:R:3:mulliken_charge:R:1
H -1.5133 1.3124 -2.1077 0.24
C -0.8046 -1.1323 -1.2031 -1.19
H -1.9469 -1.2383 -1.1219 0.27
C 1.5800 0.6425 1.4490 -1.08
H -0.4439 -2.0620 -0.9260 0.46
H 1.9061 1.6612 0.9389 0.24
H 2.5415 -1.6422 0.3615 0.32
H 1.0284 -2.4935 0.0842 0.24
H 2.2759 0.3444 2.2549 0.28
H -0.6282 -0.7002 -2.3359 0.20
H -0.3546 1.8088 0.7248 0.38
C 0.9031 -0.3667 0.6431 0.72
C -0.9241 1.1379 0.0395 -0.22
H -3.0269 1.4386 -1.0571 0.26
C 1.5379 -1.7311 0.7690 -1.23
C -0.3319 -0.0824 -0.1776 0.43
C -1.9041 1.6662 -1.0830 -1.02
H 1.6281 -1.9936 1.7986 0.36
H -1.8037 2.7599 -1.2351 0.33
```

As for the orbital gap: 8.199 eV. The value obtained for the LUMO energy is 0.4 eV. The energy comes out at -273.7871 hartree. The spin multiplicity is 1. As for the total charge: 0. The calculation puts the energy relative to the best compared isomer or geometry (same formula, charge and spin) at 319.0 kJ/mol.

=====

Q: What is the energy in the second record?
A: -6349.1302 hartree

=====

Q: The lowest total charge belongs to which entry?
A: C34H57AsClN4OPRuS4

=====

Repeat the first record exactly.
This record from the Open Molecules 2025 dataset describes a molecular structure, C11H15BF16N2O10P2 at a distorted geometry. The level of theory is ωB97M-V/def2-TZVPD.

The geometry in XYZ format:
```
57
Properties=species:S:1:pos:R:3:mulliken_charge:R:1
O 3.5859 -1.7949 1.7693 -0.04
C -2.1788 6.1622 -1.4148 0.08
H -5.2760 -5.7749 -0.0838 0.24
B 6.3494 -1.3495 1.4478 0.71
F -1.8100 5.6284 -2.5956 -0.22
O -1.1207 2.9050 -0.5165 -0.31
O 3.9810 -2.9743 4.0092 -0.74
F -3.8496 -2.1370 0.4955 -0.28
H 5.6885 1.4195 3.4472 0.05
O -4.8231 -3.6072 -1.5911 -0.39
H -2.0181 3.7687 1.0200 0.41
C -3.3026 -1.7886 -0.6888 0.97
H -1.3137 -1.6786 -1.5733 0.21
P 4.4009 -1.9076 3.1241 0.77
O 5.8912 -1.9918 2.6351 -0.38
C 2.2271 -1.3683 1.8361 -0.19
F -5.0733 -5.5350 -2.6070 -0.31
C 0.1793 2.6477 -2.5118 0.47
H 4.6392 0.5450 1.7003 0.06
F -3.6918 -6.8483 -0.6786 -0.25
H 1.5977 -2.1196 2.2975 0.32
F -2.1958 2.8836 -2.5020 -0.29
H 2.5546 1.6300 3.7889 0.28
F -3.4483 -0.4409 -0.8229 -0.25
O 4.2584 -0.4708 3.8444 -0.30
F -2.0301 6.0339 0.8747 -0.33
O 1.7543 -1.1958 0.5238 -0.22
H -3.0230 3.7426 -0.4047 0.32
C -1.5842 5.3819 -0.2381 0.90
F -3.5294 -4.9987 0.4846 -0.21
C -1.7929 -2.0487 -0.6630 0.24
C -1.1517 2.4110 -1.7922 0.68
F -1.2524 -1.4182 0.4084 -0.23
F -1.7165 7.4323 -1.3636 -0.26
H -3.2703 6.1832 -1.3496 0.29
C -2.0039 3.9126 -0.0582 -0.76
F -0.2394 5.4790 -0.2562 -0.27
P 4.4393 0.9479 3.0324 0.52
O 7.3123 -0.4067 1.5980 -0.46
H -3.5213 -2.4729 -2.7554 0.33
H 5.1694 -1.1857 -0.0817 0.33
F 0.4456 3.9660 -2.5856 -0.25
F -1.5288 -3.3639 -0.5218 -0.26
H -4.8984 -1.6813 -2.0361 0.46
F -1.3167 1.0690 -1.6900 -0.21
H 2.1150 -0.4268 2.3650 0.26
C -4.2700 -4.8484 -1.7612 0.82
C -4.2559 -5.6409 -0.4491 0.19
H 0.9834 2.1503 -1.9768 0.07
F -3.0480 -4.7983 -2.3242 -0.28
H 7.4707 -0.2149 2.5331 0.33
O 5.9342 -1.7075 0.2025 -0.51
N 2.4786 -0.1704 -0.1488 0.33
O 1.8065 0.3645 -0.9365 -0.46
C -4.1124 -2.4079 -1.8421 -0.97
F 0.1043 2.1601 -3.7736 -0.26
N 3.2804 1.9501 3.1570 -0.71
```

As for the orbital gap: 9.029 eV. The value obtained for the LUMO energy is -1.0 eV. The energy comes out at -3595.6522 hartree. The spin multiplicity is 1. As for the total charge: 0.